Entry from OMol25: a cluster of 2 separate species, ClH3NOP in total in a non-equilibrium geometry (ωB97M-V/def2-TZVPD).

Values from the calculation:
SMILES	NP=O.Cl
orbital gap	10.4	eV
LUMO energy	0.11	eV
calculated total energy	-25398.1436	eV
total charge	0

Last columns: bonded neighbours and bond lengths (Å).
Positions of all 7 atoms, in Å:
1 N 1.74781 -0.21907 -0.19522  P3 1.691, H5 0.979, H6 1.066
2 O -0.35844 1.13076 -0.14397  P3 1.439
3 P 1.01107 1.22402 0.28824  N1 1.691, O2 1.439
4 Cl -3.61399 -0.32810 0.10314  H7 1.311
5 H 2.53417 -0.49238 0.32081  N1 0.979
6 H 1.03099 -0.77393 -0.75661  N1 1.066
7 H -2.35162 -0.54130 0.38362  Cl4 1.311

Here are the Löwdin charges for atoms 1 to 4, given in e: -0.210, -0.524, 0.687, 0.237

---

Entry from OMol25: the molecule ClH3OSi in a non-equilibrium geometry (ωB97M-V/def2-TZVPD).

Values from the calculation:
SMILES	[SiH3]OCl
orbital gap	10.6	eV
LUMO energy	0.00	eV
calculated total energy	-22494.2154	eV
total charge	0

Last columns: bonded neighbours and bond lengths (Å).
Positions of all 6 atoms, in Å:
1 O -0.96708 -0.14558 -0.63673  Si2 1.604, Cl3 1.647
2 Si 0.52014 0.03031 -0.06154  O1 1.604, H4 1.440, H5 1.453, H6 1.460
3 Cl -2.42823 0.24392 0.01534  O1 1.647
4 H 0.43265 -0.23945 1.35038  Si2 1.440
5 H 1.08057 -1.10001 -0.78150  Si2 1.453
6 H 1.36194 1.21082 0.11406  Si2 1.460

Here are the Löwdin charges for atoms 1 to 4, given in e: -0.900, 0.480, 0.626, -0.079